Formula: C24H46ClFN4O7PS2
Source: the Open Molecules 2025 dataset
Level of theory: wB97M-V/def2-TZVPD

Structure (ORCA input):
```
! wB97M-V def2-TZVPD RIJCOSX def2/J DEFGRID3
* xyz 1 1
C -2.226 2.159 -3.242
C -1.579 0.702 -3.194
C -1.612 0.089 -1.731
O -0.304 0.208 -1.118
C -0.077 -1.020 -0.411
C 1.134 -0.856 0.648
C 2.384 -1.507 -0.130
C 3.772 -0.904 0.285
C 4.877 -1.359 -0.788
C 5.143 -0.214 -1.865
N 5.762 0.928 -1.171
C 5.133 2.154 -0.923
C 6.063 2.983 -0.179
C 7.308 2.182 -0.025
C 7.068 0.908 -0.672
O 1.385 0.540 0.713
C 1.244 1.242 1.917
S 2.691 2.457 1.852
P -0.221 2.497 1.934
O -1.325 2.085 0.992
C 1.276 0.339 3.261
C 2.777 0.198 3.745
N 3.158 -0.851 4.688
N 0.447 -0.911 3.131
Cl -1.228 -0.547 2.644
S 0.115 -1.823 4.643
C 0.098 -0.723 6.147
O -1.236 -2.401 4.665
O 1.027 -2.922 4.931
C 0.990 -1.693 1.967
C 0.344 -3.145 1.775
C 1.361 -4.297 2.158
O 0.974 -5.216 2.783
F 2.697 -4.238 1.807
H -3.223 2.192 -2.724
H -1.484 2.868 -2.781
H -2.424 2.435 -4.314
H -0.501 0.787 -3.503
H -2.136 0.088 -3.945
H -1.962 -0.972 -1.828
H -2.404 0.642 -1.156
H 0.219 -1.765 -1.213
H -1.010 -1.440 0.052
H 2.287 -1.354 -1.244
H 2.376 -2.617 0.026
H 3.822 0.213 0.306
H 4.086 -1.329 1.275
H 5.796 -1.615 -0.204
H 4.478 -2.293 -1.270
H 4.140 0.136 -2.231
H 5.784 -0.645 -2.675
H 4.091 2.410 -1.223
H 5.842 4.005 0.190
H 8.238 2.516 0.477
H 7.755 0.043 -0.786
H 2.263 3.633 2.429
H 0.181 3.796 1.532
H -0.644 2.575 3.299
H 0.738 0.988 4.015
H 3.051 1.155 4.270
H 3.447 0.008 2.858
H 2.740 -0.797 5.609
H 3.211 -1.789 4.304
H 0.852 0.096 6.073
H -0.916 -0.228 6.143
H 0.148 -1.335 7.079
H 2.051 -1.968 2.260
H 0.137 -3.373 0.687
H -0.634 -3.276 2.294
C -8.581 0.130 -4.261
C -7.880 0.931 -3.169
C -6.593 1.628 -3.647
O -5.473 0.763 -3.782
C -5.427 0.046 -5.005
N -7.625 0.049 -2.023
H -8.074 -0.811 -4.482
H -9.598 -0.122 -3.952
H -8.650 0.707 -5.187
H -8.574 1.714 -2.847
H -6.305 2.360 -2.886
H -6.761 2.192 -4.572
H -5.823 0.631 -5.839
H -5.969 -0.897 -4.913
H -4.383 -0.193 -5.215
H -7.243 0.606 -1.261
H -6.854 -0.565 -2.280
*
```

LUMO level in eV: -4.92
Kohn-Sham gap in eV: 5.2